Formula: C21H26N2S
Source: the Open Molecules 2025 dataset
Level of theory: the ωB97M-V functional and the def2-TZVPD basis

```
50
Properties=species:S:1:pos:R:3:lowdin_charge:R:1
S -0.1476 -2.2693 -0.2650 1.04
C -3.8758 -1.2690 0.7687 -0.10
C -3.9337 0.1179 0.7229 -0.08
C -2.7110 -1.9723 0.5120 -0.11
C -2.7532 0.8023 0.4531 -0.02
C 1.0272 1.0652 -2.2064 0.01
C 2.0165 -0.7773 -3.3734 -0.02
C -1.5561 -1.2884 0.1531 -0.46
C 0.6100 -1.1783 -1.4338 -0.39
C -1.5637 0.1088 0.1109 -0.23
C 0.4525 0.2345 -1.2279 -0.17
C 1.7740 0.5785 -3.2612 -0.29
C 1.4066 -1.6564 -2.4799 -0.28
N -0.3646 0.7833 -0.1804 -0.03
N 2.4625 2.3005 3.6949 -0.22
C 2.2114 1.5252 -4.3395 -0.06
C 1.6703 -3.1419 -2.6499 -0.07
C 3.2995 3.3716 4.2584 -0.10
C 1.7695 1.4919 4.7003 -0.22
C 0.0656 1.9181 0.7141 -0.10
C 1.6090 2.6883 2.5257 -0.13
C 1.0477 0.3164 4.1045 -0.18
C 0.1710 0.6840 2.9009 -0.16
C 0.9587 1.4361 1.8502 -0.29
H -4.7542 -1.8459 1.0218 0.10
H -4.7944 0.7328 0.9525 0.10
H -2.7458 -3.0514 0.5630 0.10
H -2.8396 1.8724 0.4554 0.10
H 0.8280 2.1255 -2.1321 0.11
H 2.6347 -1.1542 -4.1905 0.12
H 1.5822 2.4426 -4.3695 0.09
H 2.2308 1.0482 -5.3156 0.07
H 3.2328 1.8629 -4.0601 0.09
H 2.4309 -3.3432 -3.4267 0.08
H 0.7768 -3.6912 -2.9262 0.08
H 2.0467 -3.5171 -1.6899 0.07
H 4.0194 2.9544 4.9663 0.08
H 3.8331 3.8640 3.4215 0.08
H 2.7057 4.1245 4.7806 0.07
H 1.0785 2.1530 5.2333 0.12
H 2.5077 1.1039 5.4072 0.12
H -0.8025 2.4426 1.1587 0.12
H 0.6082 2.6568 0.1118 0.12
H 0.8630 3.3846 2.8293 0.11
H 2.2983 3.1691 1.8145 0.12
H 0.4229 -0.1512 4.8649 0.11
H 1.7889 -0.4399 3.7974 0.12
H -0.1954 -0.2338 2.4544 0.10
H -0.6910 1.2740 3.2429 0.13
H 1.7466 0.8057 1.4420 0.15
```

Values from the calculation:
**LUMO energy**: 0.8162 eV
**Structure (SMILES)**: Cc1cc(C)c2c(c1)N(C[C@@H]1CCCN(C)C1)c1ccccc1S2
**Energy relative to the best compared isomer or geometry (same formula, charge and spin)**: 0.0 kcal/mol
**Highest occupied orbital energy**: -0.26652 hartree
**Orbital gap**: 8.07 eV

Formula: C21H26N4O2
Source: the Open Molecules 2025 dataset
Level of theory: the ωB97M-V functional and the def2-TZVPD basis

```
53
Properties=species:S:1:pos:R:3:lowdin_charge:R:1
C 2.0455 2.9103 1.7358 -0.03
C 1.4756 1.6349 1.2264 -0.26
N 0.1915 1.3637 1.4630 0.10
N -0.0321 0.1611 0.9259 0.00
C -1.2332 -0.4792 0.9309 -0.18
C -1.2825 -1.7118 0.2913 -0.07
C -0.0744 -2.2103 -0.2563 -0.21
N 1.0696 -1.5663 -0.2268 0.18
C 1.1058 -0.3717 0.3515 -0.19
C 2.1111 0.5900 0.5294 -0.07
C 3.4938 0.4634 0.0967 -0.17
C 4.2773 1.5746 -0.2107 -0.04
C 5.5927 1.4185 -0.6075 -0.09
C 6.1482 0.1551 -0.7106 -0.10
C 5.3717 -0.9569 -0.4266 -0.08
C 4.0583 -0.8069 -0.0281 -0.03
H 3.4495 -1.6710 0.1862 0.10
H 5.7955 -1.9471 -0.5154 0.10
H 7.1772 0.0372 -1.0182 0.10
H 6.1866 2.2906 -0.8425 0.10
H 3.8528 2.5648 -0.1650 0.10
C -0.0187 -3.5613 -0.9071 -0.13
C -1.1291 -4.4759 -0.4117 -0.20
C -2.4601 -3.7694 -0.6190 -0.19
C -2.5510 -2.5262 0.2637 -0.15
H -3.3785 -1.9116 -0.0963 0.10
H -2.7849 -2.8260 1.2908 0.13
H -3.2934 -4.4344 -0.3848 0.11
H -2.5481 -3.4815 -1.6691 0.12
H -1.1067 -5.4195 -0.9589 0.11
H -0.9876 -4.6940 0.6488 0.12
H 0.9684 -3.9861 -0.7209 0.12
H -0.1108 -3.4253 -1.9890 0.13
N -2.1879 0.1733 1.6683 0.08
H -1.7658 1.0038 2.0769 0.11
C -3.5690 0.3616 1.2869 -0.15
C -3.7545 0.9955 -0.1083 -0.19
O -3.6506 2.4010 -0.1076 -0.15
C -2.3457 2.9570 -0.1989 -0.18
C -1.8199 2.9224 -1.6375 -0.25
O -2.6713 3.6209 -2.5084 -0.06
H -3.5788 3.4227 -2.2409 0.08
H -0.8413 3.4041 -1.6840 0.12
H -1.7051 1.8794 -1.9741 0.11
H -2.4724 3.9980 0.1095 0.13
H -1.6306 2.4734 0.4731 0.09
H -4.7715 0.7884 -0.4544 0.13
H -3.0445 0.5407 -0.8111 0.12
H -4.0238 1.0194 2.0295 0.13
H -4.0940 -0.5952 1.3155 0.10
H 3.0565 2.7535 2.1046 0.08
H 2.0736 3.6614 0.9463 0.08
H 1.4163 3.2866 2.5388 0.08
```

Values from the calculation:
**LUMO energy**: 0.6456 eV
**Structure (SMILES)**: Cc1nn2c(NCCOCCO)c3c(nc2c1-c1ccccc1)CCCC3
**Energy relative to the best compared isomer or geometry (same formula, charge and spin)**: 27.4 kcal/mol
**Highest occupied orbital energy**: -0.27601 hartree
**Orbital gap**: 8.16 eV

Formula: C21H26N4O3S3
Source: the Open Molecules 2025 dataset
Level of theory: the ωB97M-V functional and the def2-TZVPD basis

```
57
Properties=species:S:1:pos:R:3:lowdin_charge:R:1
C -5.9185 -1.7792 1.7700 -0.10
C -5.7016 -2.0855 0.2937 -0.22
H -5.6833 -3.1660 0.1435 0.11
H -6.5398 -1.6866 -0.2801 0.10
C -4.3905 -1.5114 -0.2602 -0.16
N -4.3672 -0.0639 -0.2465 -0.06
C -3.7480 0.6999 0.6601 -0.53
O -3.7848 1.9262 0.6311 0.02
C -2.8979 0.0423 1.7348 -0.33
H -3.3265 -0.8638 2.1512 0.06
H -2.7205 0.7608 2.5351 0.10
S -1.2738 -0.4561 1.0397 1.03
C -0.4239 1.0614 0.8210 -0.62
N 0.8484 0.8985 0.6203 0.12
C 1.5656 2.0224 0.4286 -0.30
C 1.0241 3.2911 0.4644 -0.37
C -0.3799 3.4904 0.6776 -0.47
O -1.0031 4.5223 0.7172 0.08
N -1.0481 2.2521 0.8508 0.17
H -2.0747 2.3397 0.9164 0.11
S 2.2497 4.4965 0.2030 1.06
C 3.4788 3.2352 0.0493 -1.07
S 5.0508 3.5322 -0.2758 0.64
N 2.9128 1.9999 0.2125 -0.05
C 3.6497 0.7895 0.1409 -0.24
C 3.2238 -0.2236 -0.7095 0.00
C 3.9381 -1.3976 -0.7831 0.01
C 5.0949 -1.5823 -0.0201 -0.27
C 5.5062 -0.5640 0.8358 -0.01
C 4.7826 0.6113 0.9176 -0.04
H 5.1087 1.3929 1.5851 0.10
H 6.3850 -0.6683 1.4513 0.11
O 5.7085 -2.7814 -0.1765 -0.05
C 6.9579 -3.0237 0.4427 -0.25
C 8.1088 -2.3115 -0.2611 -0.06
H 8.1514 -2.6211 -1.3023 0.08
H 9.0478 -2.5669 0.2221 0.08
H 7.9770 -1.2328 -0.2303 0.07
H 6.9219 -2.7559 1.5057 0.12
H 7.0886 -4.1068 0.3666 0.12
H 3.6249 -2.1960 -1.4366 0.12
H 2.3374 -0.0867 -1.3078 0.12
C -5.0458 0.6079 -1.3446 -0.14
C -4.2142 0.6136 -2.6314 -0.22
C -2.8440 1.2518 -2.4356 -0.09
H -2.2248 0.6436 -1.7784 0.06
H -2.9443 2.2424 -1.9990 0.08
H -2.3317 1.3439 -3.3900 0.07
H -4.0911 -0.4054 -3.0058 0.10
H -4.7750 1.1743 -3.3806 0.11
H -6.0045 0.1158 -1.5217 0.12
H -5.2277 1.6369 -1.0287 0.13
H -4.2783 -1.8330 -1.2988 0.12
H -3.5407 -1.9072 0.2956 0.10
H -5.8939 -0.7065 1.9498 0.07
H -5.1572 -2.2587 2.3819 0.07
H -6.8881 -2.1528 2.0890 0.07
```

Values from the calculation:
**LUMO energy**: 0.3028 eV
**Structure (SMILES)**: CCCN(CCC)C(=O)CSc1nc2c(sc(=S)n2-c2ccc(OCC)cc2)c(=O)[nH]1
**Energy relative to the best compared isomer or geometry (same formula, charge and spin)**: 3.0 kcal/mol
**Highest occupied orbital energy**: -0.28002 hartree
**Orbital gap**: 7.92 eV

Formula: C21H26N4O7S
Source: the Open Molecules 2025 dataset
Level of theory: the ωB97M-V functional and the def2-TZVPD basis

```
59
Properties=species:S:1:pos:R:3:lowdin_charge:R:1
C -6.7141 -2.0410 -2.0462 -0.04
H -7.1674 -2.6861 -1.2904 0.10
H -6.2512 -2.6693 -2.8102 0.10
H -7.4606 -1.3871 -2.4891 0.09
O -5.7446 -1.1913 -1.4526 -0.04
C -4.7203 -1.8040 -0.8496 -0.46
O -4.6042 -3.0045 -0.7955 0.11
C -3.7518 -0.8462 -0.2559 -0.10
C -2.5878 -1.3641 0.2999 0.07
C -1.6409 -0.5240 0.8789 -0.18
C -1.8801 0.8460 0.9128 0.07
C -3.0370 1.3634 0.3391 -0.09
C -3.9792 0.5242 -0.2454 0.06
H -4.8720 0.9443 -0.6797 0.13
C -3.3018 2.8244 0.3324 -0.45
O -4.3253 3.3309 -0.0560 0.12
O -2.2671 3.5382 0.8019 -0.05
C -2.4484 4.9453 0.8252 -0.04
H -1.5581 5.3599 1.2911 0.09
H -2.5656 5.3300 -0.1903 0.10
H -3.3393 5.2050 1.4007 0.10
H -1.1644 1.5033 1.3740 0.11
N -0.4966 -1.1037 1.4227 0.14
C 0.6845 -0.4844 1.6907 -0.44
O 0.8379 0.7189 1.7147 0.07
C 1.8434 -1.3882 2.1213 -0.19
C 3.1144 -0.9327 1.3750 -0.15
N 3.2267 -1.4449 0.0336 -0.22
S 2.3348 -0.6654 -1.1657 0.71
O 2.7765 -1.2395 -2.4032 -0.27
O 0.9167 -0.7224 -0.9054 -0.27
C 2.9091 0.9868 -1.0488 -0.20
C 2.1836 2.1609 -0.9531 -0.25
N 3.1062 3.1457 -0.9383 0.04
N 4.3613 2.6871 -1.0285 0.09
C 4.2692 1.3759 -1.1029 -0.33
C 5.4377 0.4745 -1.2357 -0.02
H 6.3089 1.0463 -1.5418 0.08
H 5.2114 -0.2963 -1.9687 0.08
H 5.6469 -0.0144 -0.2856 0.08
H 2.9421 4.1383 -0.8764 0.16
C 0.7276 2.4118 -0.8967 -0.01
H 0.4291 3.1156 -1.6727 0.09
H 0.4535 2.8231 0.0731 0.08
H 0.2016 1.4716 -1.0322 0.07
C 3.1150 -2.8870 -0.0496 -0.19
C 1.7923 -3.3741 0.5427 -0.16
C 1.6889 -2.9067 1.9956 -0.15
H 0.7596 -3.2486 2.4588 0.11
H 2.5074 -3.3651 2.5598 0.12
H 1.7431 -4.4633 0.4946 0.12
H 0.9840 -2.9613 -0.0627 0.10
H 3.1895 -3.1422 -1.1068 0.12
H 3.9640 -3.3244 0.4870 0.13
H 3.1253 0.1578 1.3206 0.12
H 3.9995 -1.2682 1.9270 0.14
H 1.9921 -1.1378 3.1802 0.16
H -0.4696 -2.1074 1.3184 0.12
H -2.4363 -2.4335 0.2639 0.13
```

Values from the calculation:
**LUMO energy**: 0.2416 eV
**Structure (SMILES)**: COC(=O)c1cc(NC(=O)[C@H]2CCCN(S(=O)(=O)c3c(C)n[nH]c3C)C2)cc(C(=O)OC)c1
**Energy relative to the best compared isomer or geometry (same formula, charge and spin)**: 3.1 kcal/mol
**Highest occupied orbital energy**: -0.32587 hartree
**Orbital gap**: 9.11 eV

Formula: C21H26N5O11PS
Source: the Open Molecules 2025 dataset
Level of theory: the ωB97M-V functional and the def2-TZVPD basis

```
65
Properties=species:S:1:pos:R:3:lowdin_charge:R:1
N 3.9736 -2.1869 1.2675 0.07
C 4.1213 -3.4900 0.5625 -0.65
N 5.0912 -3.4225 -0.6016 0.04
N 4.7833 -4.4284 1.5677 0.02
C 2.7445 -4.1972 0.1585 -0.30
P 1.6493 -3.2352 -1.0571 0.96
C 0.8781 -4.6166 -2.1540 -0.44
C -0.5129 -4.1884 -2.8246 -0.51
S -1.9228 -4.4588 -1.5995 0.85
C -1.9904 -2.8042 -0.7351 -0.56
N -2.5562 -1.7650 -1.5274 0.03
N -2.4479 -0.6786 -0.7027 -0.02
C -1.8557 -1.0426 0.5467 -0.07
O -1.5368 -2.4456 0.5476 -0.03
C 2.6448 -2.1938 -2.2819 -0.37
C 3.2800 -0.8525 -1.6840 -0.16
C 2.2778 0.0570 -0.8350 -0.39
O 1.2792 0.6189 -1.3659 0.04
O 2.4551 0.3496 0.5663 -0.03
H 4.6160 -2.1261 2.0693 0.08
H 3.0252 -2.2157 1.6918 0.09
H 5.9625 -2.9568 -0.3163 0.07
H 5.3118 -4.4088 -0.8418 0.08
H 5.6774 -4.0113 1.8736 0.07
H 4.9272 -5.3336 1.0975 0.06
H 2.1287 -4.3985 1.1031 0.10
H 3.0199 -5.1916 -0.3589 0.09
H 0.6861 -5.5022 -1.4381 0.07
H 1.6535 -4.8850 -2.9638 0.08
H -0.5202 -3.0796 -3.0872 0.07
H -0.7198 -4.7915 -3.7851 0.09
H -1.6538 -0.2854 1.3637 0.14
H 3.4266 -2.8301 -2.8313 0.08
H 1.8979 -1.8586 -3.1003 0.10
H 3.5914 -0.2093 -2.5932 0.13
H 4.2261 -1.0011 -1.0700 0.08
H 3.4428 0.4049 0.6614 0.11
C 0.0793 3.6418 0.6403 0.09
C 1.3726 3.5309 0.9551 -0.19
C 2.2278 4.7356 1.1604 -0.31
O 3.4009 4.5966 1.4655 0.10
C 1.6148 6.0548 0.9798 0.07
C 0.3239 6.1657 0.6622 -0.22
C -0.5390 4.9632 0.4833 -0.31
O -1.7181 5.1065 0.2113 0.11
O -0.2589 7.3832 0.4886 0.09
O 1.9683 2.3129 1.1034 0.05
H -0.5532 2.7772 0.4902 0.13
H 2.2509 6.9195 1.1144 0.14
H -1.1919 7.1944 0.2672 0.12
H 2.8970 2.5100 1.3302 0.12
C -6.6057 1.0416 1.4749 0.08
C -7.3679 2.1364 1.5167 -0.22
C -6.8832 3.4420 0.9825 -0.32
O -7.6150 4.4171 1.0207 0.10
C -5.5264 3.4977 0.4305 0.08
C -4.7630 2.4024 0.3918 -0.21
C -5.2570 1.0937 0.9010 -0.30
O -4.5352 0.1162 0.8316 0.09
O -3.5029 2.4360 -0.1159 0.09
O -8.6211 2.1062 2.0486 0.09
H -6.9455 0.0882 1.8571 0.14
H -5.1801 4.4538 0.0618 0.14
H -3.1638 1.5202 -0.0350 0.08
H -8.9625 3.0173 1.9592 0.11
```

Values from the calculation:
**LUMO energy**: -1.2337 eV
**Structure (SMILES)**: NC(N)(N)CP(CCSc1nnco1)CCC(=O)O.O=C1C=C(O)C(=O)C=C1O.O=C1C=C(O)C(=O)C=C1O
**Highest occupied orbital energy**: -0.30683 hartree
**Orbital gap**: 7.12 eV